# 1
Density functional theory data (ωB97M-V with the def2-TZVPD basis set) for the molecule CH4NO2P.

Geometry (Å):
1 C 1.861 -0.359 0.099
2 N -1.751 0.858 -0.085
3 O -0.948 -1.604 -0.252
4 O 1.009 0.504 0.285
5 P -0.904 -0.420 0.596
6 H 1.942 -1.071 -0.768
7 H 2.839 -0.416 0.613
8 H -2.304 0.786 -0.995
9 H -1.746 1.721 0.507

Its charge is 0. As for the energy above the lowest of the compared OMol25 structures with the same formula, charge and spin: 37.3 kcal/mol. For the calculated total energy, the calculation gives -15974.8642 eV. The value obtained for the HOMO energy (spin up / spin down) is -8.8 / -8.8 eV. The largest force on an atom comes out at 2.6 eV/Å.



# 2
Density functional theory data (ωB97M-V with the def2-TZVPD basis set) for a structure of composition C11H26FeN2O2P2S.

Geometry (Å):
1 Fe -0.049 -0.150 0.558
2 P -0.855 1.547 1.784
3 P 2.097 -0.389 1.285
4 N -1.562 0.296 -0.537
5 N 0.630 -1.003 -1.085
6 H -2.198 -0.206 -2.537
7 H -0.532 -2.345 -2.239
8 H -2.351 -1.456 -1.363
9 C -1.689 -0.650 -1.677
10 H -0.106 -0.908 -3.060
11 C -0.367 -1.276 -2.067
12 H -3.109 1.536 -1.090
13 H 2.239 -1.878 -2.181
14 C -2.378 1.287 -0.327
15 C 1.898 -1.398 -1.244
16 C -2.459 2.155 0.917
17 C 2.771 -1.177 -0.185
18 H -3.110 1.804 1.776
19 H 3.813 -1.479 -0.250
20 H 2.926 0.797 1.457
21 H 2.434 -1.235 2.374
22 H 0.108 2.460 2.268
23 H -1.520 1.107 2.968
24 H 0.865 2.236 -1.318
25 C 1.328 3.241 -1.462
26 C 2.866 3.010 -1.400
27 C 0.635 3.795 -2.729
28 O 1.519 4.008 -0.378
29 H 3.200 2.504 -2.297
30 H 3.491 3.917 -1.291
31 H 3.116 2.350 -0.556
32 H -0.409 3.408 -2.780
33 H 0.590 4.894 -2.780
34 H 1.111 3.399 -3.641
35 H -2.758 3.221 0.805
36 C -0.515 -2.926 3.290
37 S -0.683 -3.492 1.591
38 C -1.854 -4.841 1.878
39 O -1.473 -2.410 0.883
40 H -1.466 -2.487 3.604
41 H 0.295 -2.190 3.345
42 H -0.256 -3.773 3.933
43 H -2.813 -4.418 2.200
44 H -1.979 -5.366 0.920
45 H -1.439 -5.521 2.637

Its charge is +1. As for the energy above the lowest of the compared OMol25 structures with the same formula, charge and spin: 41.8 kcal/mol. For the calculated total energy, the calculation gives -82691.5593 eV. The value obtained for the HOMO energy (spin up / spin down) is -10.0 / -10.2 eV. The spin multiplicity is 6. The largest force on an atom comes out at 3.5 eV/Å.



# 3
Density functional theory data (ωB97M-V with the def2-TZVPD basis set) for a structure of composition C5H8O.

Geometry (Å):
1 C 1.145 0.239 -1.062
2 C 0.369 -0.481 0.048
3 C 0.377 0.219 1.343
4 C -1.039 0.135 0.909
5 C -1.542 0.027 -0.464
6 O -2.274 -0.933 -0.676
7 H 0.977 1.322 -1.079
8 H 2.210 0.099 -0.814
9 H 0.995 -0.145 -2.076
10 H 0.374 -1.561 -0.032
11 H 0.887 1.171 1.382
12 H 0.566 -0.434 2.194
13 H -1.712 -0.456 1.544
14 H -1.333 0.800 -1.218

Its charge is 0. As for the energy above the lowest of the compared OMol25 structures with the same formula, charge and spin: 77.0 kcal/mol. For the calculated total energy, the calculation gives -7358.9183 eV. The value obtained for the HOMO energy is -8.7 eV. The largest force on an atom comes out at 1.0 eV/Å.



# 4
Density functional theory data (ωB97M-V with the def2-TZVPD basis set) for a structure of composition CHF3NO4S2Tl.

Geometry (Å):
1 N 0.656 -0.747 0.688
2 S 2.022 -0.376 0.032
3 O 2.965 -1.454 -0.018
4 O 1.818 0.443 -1.197
5 S -0.665 0.208 0.729
6 O -0.491 1.462 -0.055
7 O -1.160 0.337 2.076
8 C -1.904 -0.782 -0.272
9 F -1.475 -0.884 -1.507
10 F -2.035 -1.964 0.277
11 F -3.040 -0.124 -0.238
12 H 2.350 1.564 0.533
13 Tl 0.960 2.319 -1.049

Its charge is +2. For the calculated total energy, the calculation gives -45219.6294 eV. The value obtained for the HOMO energy (spin up / spin down) is -20.8 / -21.0 eV. The largest force on an atom comes out at 5.4 eV/Å.



# 5
Density functional theory data (ωB97M-V with the def2-TZVPD basis set) for a structure of composition F2O2S.

Geometry (Å):
1 O -1.571 -0.089 -0.439
2 O 1.014 1.614 -0.016
3 F -1.161 -0.915 0.735
4 F 1.132 -0.849 -0.655
5 S 0.586 0.239 0.376

Its charge is 0. As for the energy above the lowest of the compared OMol25 structures with the same formula, charge and spin: 144.5 kcal/mol. For the calculated total energy, the calculation gives -20358.4612 eV. The value obtained for the HOMO energy (spin up / spin down) is -11.0 / -11.0 eV. The largest force on an atom comes out at 5.4 eV/Å.



# 6
Density functional theory data (ωB97M-V with the def2-TZVPD basis set) for the molecule C6H9N3.

Geometry (Å):
1 C -2.988 -0.233 0.286
2 N -2.077 0.640 -0.040
3 C -0.805 0.265 -0.183
4 C 0.104 1.259 -0.683
5 C 1.253 1.629 -0.024
6 C 1.996 0.389 0.529
7 N 1.905 -0.923 -0.137
8 C 0.808 -1.635 -0.284
9 N -0.327 -1.174 -0.188
10 H -2.943 -0.807 1.327
11 H -3.037 -1.215 -0.463
12 H -4.065 0.097 -0.086
13 H -0.250 2.188 -0.990
14 H 1.842 2.555 -0.135
15 H 1.760 0.317 1.503
16 H 3.128 0.690 0.385
17 H 2.727 -1.348 -0.065
18 H 0.970 -2.693 -0.754

Its charge is 0. As for the energy above the lowest of the compared OMol25 structures with the same formula, charge and spin: 97.6 kcal/mol. For the calculated total energy, the calculation gives -10833.3938 eV. The value obtained for the HOMO energy is -8.4 eV. The largest force on an atom comes out at 9.6 eV/Å.



The highest calculated total energy belongs to which entry?
C5H8O



Among the records above, which one has the highest calculated total energy?
C5H8O